# C49H42LiO4P

A structure of composition C49H42LiO4P in a non-equilibrium geometry (ωB97M-V with the def2-TZVPD basis set, the Open Molecules 2025 dataset).

Properties
**HOMO-LUMO gap**: 5.81 eV
**E**: -2542.1903 Eh

```
! RIJCOSX wB97M-V def2-TZVPD def2/J DEFGRID3
* xyz -2 1
Li 16.3590 11.9590 10.6321
C 20.9616 14.5783 8.0728
C 20.5490 14.9615 9.5027
C 21.3829 16.1542 9.9351
O 19.1072 15.3549 9.4612
C 18.3482 14.2810 10.0271
C 19.3254 13.5582 10.9607
O 20.6530 13.8855 10.4716
C 19.1556 12.0174 11.1375
O 18.2313 11.5709 10.2641
C 20.4722 11.2954 10.7882
C 20.8078 11.2086 9.3715
C 22.0000 10.6818 9.0105
C 22.8633 10.0588 9.9035
C 22.5440 10.1112 11.2402
C 21.4233 10.8355 11.6987
C 18.7890 11.6577 12.5864
C 19.0167 10.3973 13.1492
C 18.6296 10.0866 14.4590
C 17.8114 10.9502 15.1777
C 17.5063 12.1661 14.6275
C 18.1128 12.5640 13.4252
C 16.9733 14.7940 10.6440
O 16.3957 13.7637 11.2010
C 16.1341 15.0948 9.3358
C 16.5385 16.0571 8.4531
C 16.0146 16.1623 7.1462
C 14.9674 15.3181 6.7773
C 14.5000 14.3421 7.6405
C 15.1011 14.2475 8.9079
C 17.0596 16.0253 11.5850
C 18.0408 17.0366 11.5807
C 18.0529 17.9997 12.5530
C 17.0998 18.0839 13.5535
C 16.1136 17.1416 13.5863
C 16.1193 16.0745 12.6695
H 20.5509 15.3121 7.3073
H 20.5102 13.5692 7.8835
H 22.0641 14.5265 8.0122
H 21.2070 16.9926 9.2550
H 22.4885 15.9066 9.9619
H 21.0465 16.5111 10.9565
H 18.0398 13.5706 9.2319
H 19.4349 14.0086 11.9587
H 20.0745 11.6338 8.7048
H 22.2633 10.7853 7.9362
H 23.7871 9.5896 9.5656
H 23.1451 9.6606 12.0155
H 21.3699 11.1234 12.8035
H 19.4973 9.6998 12.5194
H 18.9597 9.1239 14.8567
H 17.5189 10.7143 16.2058
H 16.8768 12.8555 15.1941
H 17.8555 13.5460 13.0565
H 17.4439 16.6386 8.7147
H 16.2897 16.8860 6.3797
H 14.4790 15.5498 5.8028
H 13.5701 13.8148 7.4442
H 14.7274 13.4699 9.6096
H 18.7779 17.1043 10.7886
H 18.9179 18.5905 12.6428
H 17.1352 18.8459 14.3124
H 15.3459 17.0961 14.4187
H 15.2951 15.3310 12.7202
C 11.0044 10.8025 5.4062
C 10.2276 11.4544 6.3920
C 10.5899 11.5123 7.6964
C 11.9016 11.0509 8.0759
C 12.7094 10.5483 7.0633
C 12.2741 10.3782 5.7619
P 12.5329 11.3438 9.7453
C 11.2244 10.6072 10.7532
C 10.1988 9.8740 10.1962
C 9.2641 9.3115 11.0300
C 9.2471 9.5727 12.3643
C 10.3427 10.2942 12.9877
C 11.2728 10.8009 12.1288
C 13.8136 10.0657 9.9329
C 13.5624 8.7895 9.4818
C 14.4555 7.7273 9.7461
C 15.6287 8.0137 10.4132
C 15.8646 9.3639 10.8288
C 14.9689 10.3547 10.6548
H 10.7610 10.7366 4.3281
H 9.2644 11.8916 6.1547
H 9.9585 11.8872 8.4606
H 13.7577 10.3112 7.3491
H 12.9039 9.9626 4.9738
H 10.1417 9.6985 9.1064
H 8.5053 8.6561 10.6835
H 8.4138 9.2175 12.9879
H 10.3295 10.4865 14.0197
H 12.1484 11.3683 12.4305
H 12.6566 8.4845 8.8915
H 14.2720 6.7022 9.3128
H 16.4143 7.2476 10.6275
H 16.8065 9.5933 11.3406
*
```